{"formula": "C6H11N5O2", "method": "ωB97M-V/def2-TZVPD", "e_homo_ev": [-6.8, -11.3], "total_charge": 0, "orbital_gap_ev": [5.206, 5.633], "e_above_lowest_kcal_mol": 23.0, "multiplicity": 3, "elements": ["C", "C", "H", "H", "O", "O", "H", "H", "N", "N", "C", "C", "N", "N", "H", "H", "H", "C", "C", "N", "H", "H", "H", "H"], "xyz": [[-2.51798, -1.08675, -0.08413], [-0.99201, 0.04871, -1.70696], [-0.28428, -0.84718, 1.58449], [0.12439, 0.43854, -1.95957], [4.50412, 0.46123, -1.08697], [3.51480, -1.43264, -0.74895], [-3.41596, -0.62679, 0.28904], [-2.46521, 1.17469, 1.08337], [3.78317, -0.26968, -0.42252], [1.31772, 0.88549, 1.81552], [-1.33238, -0.14783, -0.25573], [3.00182, 0.29870, 0.68440], [2.35389, 1.49001, 2.26305], [1.65209, 0.15919, 0.74434], [-1.22683, -0.97343, -2.17234], [0.09734, -1.76428, 0.03094], [-2.22616, -1.84146, 0.62478], [-1.65691, 1.24053, 0.37339], [-0.34079, -0.94016, 0.48023], [3.42509, 1.20077, 1.54120], [-2.10795, 1.71156, -0.53026], [-2.63666, -1.75064, -1.03090], [-1.70605, 0.68491, -2.20499], [-0.86524, 1.88649, 0.68858]]}

=====

{"formula": "C35H30AsNS2Ti", "method": "ωB97M-V/def2-TZVPD", "e_homo_ev": [-10.7, -10.8], "total_charge": 1, "orbital_gap_ev": [7.256, 7.326], "multiplicity": 2, "elements": ["H", "H", "H", "H", "C", "C", "H", "C", "C", "S", "S", "C", "H", "H", "C", "N", "C", "C", "C", "C", "H", "H", "C", "C", "H", "C", "C", "H", "H", "H", "H", "H", "C", "H", "C", "H", "H", "C", "C", "C", "C", "H", "H", "C", "C", "C", "C", "H", "C", "H", "H", "As", "C", "C", "C", "C", "H", "H", "C", "C", "H", "C", "H", "C", "H", "C", "H", "C", "Ti", "H"], "xyz": [[-4.91956, -2.95275, -2.22820], [-0.43609, -4.39250, -0.73246], [-2.48910, 3.63152, 3.17130], [3.87268, -3.21403, 1.98385], [1.14700, -0.02934, 3.52522], [-0.72208, 4.43844, 5.04861], [0.32092, 2.49454, 1.41433], [-0.16800, -2.23108, -4.31618], [-0.40039, 3.99002, 3.62162], [2.12599, 0.91306, -2.92487], [2.04959, -1.48608, 3.24733], [4.59382, -3.45804, -0.02236], [-3.40447, 1.18750, 1.05184], [0.15398, 4.37652, 5.69629], [-1.06596, 1.16083, -2.01649], [1.52697, 0.02222, 1.21701], [-1.61256, -2.80624, -1.56075], [1.58339, -0.32522, -5.24368], [0.13153, -2.18394, -5.66546], [-1.42605, -4.08895, -1.05093], [-1.53015, 3.84710, 5.48266], [5.14301, -3.46078, -2.09527], [1.01250, -1.22031, -6.13020], [2.99883, -1.78918, 0.62422], [-2.99974, -1.39888, -2.40121], [-2.50177, -4.95961, -0.96455], [2.18681, -1.07332, 1.58119], [-1.05013, 5.47800, 5.03144], [-3.32077, 3.14510, -0.46046], [0.86374, -0.04620, 5.65286], [-1.48053, 3.88855, 1.74130], [0.94724, 4.66374, 2.03369], [3.82809, -2.86138, 0.95922], [-1.97945, -0.77693, 0.61080], [0.38306, -1.32674, -3.40562], [-0.31846, -2.89495, -6.34500], [1.66453, 4.66601, 3.65100], [-3.75834, -4.54084, -1.37588], [0.71836, 0.49883, 4.72956], [-2.86785, -2.39134, -1.98802], [-2.68814, 2.28721, -0.64672], [-4.60308, -5.21141, -1.28975], [-1.92886, 5.25892, 2.75995], [0.03630, 2.52363, 3.55940], [-1.85025, 2.27891, -1.74764], [3.71527, -1.92225, -1.66685], [2.94230, -1.29329, -0.69527], [-2.36218, -5.95854, -0.57374], [-1.65097, 4.20319, 2.76619], [-1.83508, 3.12014, -2.42790], [-0.10074, 2.19206, 5.68408], [-0.06843, -1.59611, -1.51516], [-3.93862, -3.26512, -1.89554], [-2.72916, 1.18878, 0.20664], [-1.08735, 0.05929, -1.15688], [-1.92293, 0.09429, -0.03295], [0.50185, 5.91734, 3.19189], [2.27519, 0.42542, -5.60254], [0.96475, 0.66708, 2.32382], [0.17349, 1.76694, 4.73020], [-0.53357, 1.11952, -2.95121], [1.29215, -0.35757, -3.87726], [3.68826, -1.57495, -2.69161], [0.74969, 4.85973, 3.08873], [-0.85128, -2.98441, -3.94390], [0.39435, 1.94045, 2.34489], [1.25429, -1.15926, -7.18303], [4.53566, -2.99113, -1.33194], [1.57902, 0.20087, -0.80033], [5.24746, -4.28309, 0.22667]]}

=====

{"formula": "C26H61Br6N2O14P3", "method": "ωB97M-V/def2-TZVPD", "e_homo_ev": -9.2, "total_charge": 0, "orbital_gap_ev": 9.162, "e_above_lowest_kcal_mol": 0.0, "elements": ["H", "H", "O", "C", "C", "C", "O", "Br", "C", "H", "H", "H", "H", "H", "C", "H", "H", "H", "H", "O", "H", "Br", "H", "H", "H", "N", "Br", "N", "O", "C", "H", "C", "C", "C", "H", "C", "C", "H", "H", "C", "H", "H", "H", "H", "O", "H", "H", "H", "C", "H", "H", "H", "H", "C", "H", "H", "H", "H", "H", "C", "P", "C", "C", "H", "Br", "H", "C", "H", "C", "H", "H", "H", "C", "O", "H", "C", "H", "H", "H", "P", "O", "O", "Br", "P", "C", "O", "H", "H", "C", "H", "H", "O", "H", "H", "O", "C", "H", "H", "O", "O", "H", "H", "H", "Br", "H", "C", "H", "H", "O", "C", "H", "H"], "xyz": [[-6.63778, 1.25006, -3.89028], [8.34993, 0.42569, -0.19678], [-1.34079, 2.63730, 3.47896], [1.03443, 5.39326, -2.93812], [-3.62061, 2.64155, 0.70756], [7.96649, 1.41523, 0.05197], [0.03440, -0.84888, 7.46960], [-0.45350, 0.15361, 0.99710], [2.26249, 4.75607, -3.51909], [0.14252, 5.15911, -3.53168], [-0.56417, 0.58231, -3.35803], [-3.06016, -1.54817, 9.60692], [-1.21501, -2.01543, -0.28219], [2.43186, 5.04460, -4.55330], [-3.30902, 0.94398, 2.44152], [6.20281, 2.19742, 1.02260], [-2.39020, 0.83045, -3.45431], [0.16479, 4.19884, 1.95009], [1.04244, 6.48434, -3.03217], [5.83720, -1.58715, 1.23890], [-1.90268, 3.97434, 2.04111], [-1.14039, -2.17655, 3.02143], [1.51684, -1.40122, -1.26550], [2.15355, 3.66689, -3.50210], [-2.87879, -4.22724, -2.77669], [-2.90177, 2.20089, 1.88484], [1.82162, -1.80799, 1.92257], [-2.19150, -1.27378, 7.69493], [-0.25790, 3.01495, -2.12497], [-3.02151, -3.74522, -3.74958], [1.51046, 2.18815, 2.51398], [-6.66892, -0.48746, -2.60488], [-1.99841, 2.98370, 2.51781], [-0.93729, -1.04167, 8.16410], [7.35758, -4.07425, -3.03548], [1.01744, 3.93425, 1.32948], [-3.29444, -1.58873, 8.54748], [-3.29136, -1.91122, 0.73233], [-4.10620, -0.86371, 8.38377], [-6.78990, 0.99927, -2.84237], [-3.22075, -0.42003, 6.10381], [-6.76228, -0.67922, -1.52984], [8.52185, -2.89925, -2.33624], [-1.61878, -3.79318, -0.28922], [-5.64883, -3.31356, -2.11964], [2.82411, 2.78493, 1.45221], [-1.18224, 1.42513, -1.19217], [-1.08446, -2.71046, -3.75763], [-3.32903, -2.44565, -0.21711], [-3.07295, 3.44548, 0.21351], [7.11501, -2.42063, -3.35792], [-7.68224, 1.43825, -2.40270], [-3.87120, -3.37432, -0.02123], [6.62561, 1.22794, 0.75871], [-2.83105, 0.13292, 1.88839], [3.76075, -1.26779, -2.45523], [0.44865, -0.24531, 3.27642], [-3.73700, -2.55229, 8.27257], [-1.06997, -4.40822, -4.33914], [7.48024, -3.09102, -2.57958], [-4.74223, -2.20894, -2.42261], [-1.40160, 1.27377, -3.33300], [1.97379, -0.48982, -1.65118], [-3.01788, 0.85806, 3.48677], [0.37591, -6.11573, -0.23166], [-4.62860, 2.99347, 0.95430], [1.99630, 3.07005, 2.10164], [-2.85990, -2.18271, 5.98041], [-1.89605, -2.79493, -0.61906], [6.77273, 0.66889, 1.68150], [1.56749, 4.83217, 1.03124], [-1.32128, 1.96052, -4.18000], [6.63509, -2.91749, -1.34361], [-3.62704, -2.46918, -3.50875], [7.81338, 1.98090, -0.86540], [-1.36968, 2.07191, -2.05036], [7.16463, -3.12015, -0.41605], [5.73544, -3.53482, -1.39311], [-1.60243, -0.95996, 5.68033], [-0.14241, 4.07051, -0.97866], [0.65468, 3.24736, 0.10917], [3.94532, -1.12337, -0.39950], [1.34912, -4.19072, -2.56612], [5.45879, -0.97001, -0.03138], [-2.47421, -1.20199, 6.27235], [0.90498, 5.10579, -1.54914], [-1.68592, -3.06230, -5.31038], [4.00082, 0.35453, -1.86219], [0.21416, -0.90778, 2.45478], [1.58803, -0.34123, -2.66473], [3.11188, 4.96442, -2.86684], [-1.36036, 4.70544, -0.46746], [-3.58700, -4.43076, -4.37525], [2.39077, 3.66104, 2.92921], [5.68022, 0.58984, -0.10958], [1.38745, -4.52713, -0.66728], [-7.44736, -1.08249, -3.08143], [8.64003, 1.94345, 0.72380], [-3.98749, -1.60881, -1.16086], [6.23514, -1.51850, -1.29843], [0.87079, -3.70912, -0.18186], [1.57792, 0.36490, -1.09459], [-3.73077, 1.81208, 0.00459], [3.16782, -4.61642, 0.01123], [-5.96629, 1.46799, -2.29007], [3.47580, -0.57697, -1.65119], [-4.39705, 0.84268, 2.39473], [-2.26839, 2.66112, -1.86916], [-5.35175, -0.88817, -3.02340], [-1.63448, -3.47932, -4.29709], [-1.79546, -2.72043, -1.70263], [-0.93281, -1.06287, 9.26846]]}

=====

{"formula": "C35H72ClN7O21", "method": "ωB97M-V/def2-TZVPD", "e_homo_ev": -8.1, "total_charge": 0, "orbital_gap_ev": 5.938, "elements": ["H", "H", "H", "H", "C", "H", "C", "C", "C", "H", "H", "C", "H", "C", "H", "O", "C", "H", "C", "H", "N", "H", "O", "C", "C", "H", "N", "O", "H", "O", "C", "N", "H", "H", "H", "O", "C", "C", "H", "H", "H", "H", "H", "H", "H", "H", "O", "H", "O", "H", "N", "O", "H", "H", "H", "H", "H", "O", "C", "C", "H", "H", "O", "Cl", "H", "H", "H", "O", "C", "O", "H", "H", "O", "C", "C", "C", "O", "C", "H", "C", "H", "H", "C", "H", "C", "H", "H", "C", "H", "H", "O", "C", "N", "H", "H", "C", "O", "H", "O", "O", "H", "C", "H", "H", "C", "O", "C", "C", "N", "H", "H", "H", "C", "O", "H", "H", "H", "H", "H", "H", "H", "C", "H", "C", "H", "H", "H", "H", "N", "C", "H", "H", "H", "H", "C", "O"], "xyz": [[-11.41704, -11.67905, -3.89469], [-7.47650, -13.35958, -0.38371], [-5.14328, -10.72204, -8.78262], [-8.39941, -14.05200, 0.93781], [-12.43444, -12.51434, -1.35003], [-13.39437, -12.00512, -1.43558], [-14.71310, -15.80652, -11.35651], [-8.16025, -6.36652, -5.12972], [-6.05091, -7.49792, -5.68378], [-12.95595, -16.07735, -3.33139], [-17.52936, -10.38614, -2.56358], [-15.46227, -14.18453, -2.54562], [-9.06420, -17.00943, -8.55662], [-14.82131, -17.96115, -12.75057], [-9.58606, -12.25056, -6.44815], [-4.73537, -7.39206, -6.04261], [-12.39760, -15.33609, -3.90312], [-16.93311, -10.02734, -0.88808], [-9.59769, -16.20260, -9.05914], [-9.76350, -15.46228, -8.27650], [-16.86163, -12.64735, -3.90633], [-14.76400, -15.02150, -2.54446], [-11.45423, -12.21007, -4.69358], [-6.63977, -8.70178, -5.41724], [-12.65175, -12.33438, -6.76530], [-17.63817, -13.04912, -3.40068], [-11.41538, -12.24660, -7.74103], [-18.16978, -16.37615, -12.85332], [-10.14545, -20.30756, -4.62643], [-8.57341, -10.07978, -4.84752], [-8.71923, -7.56646, -4.84495], [-9.90047, -19.34377, -4.44982], [-15.15218, -13.41906, -1.83428], [-9.95025, -13.32459, -2.10785], [-12.45727, -13.41649, -1.96134], [-10.03840, -7.60374, -4.56127], [-15.15636, -16.50727, -6.39311], [-10.68412, -16.85594, -4.51937], [-10.34724, -8.48374, -4.33363], [-10.43131, -13.83962, -6.73868], [-8.62729, -14.61385, -0.77180], [-12.30449, -14.09005, -8.76672], [-7.00071, -15.64615, -8.64996], [-13.09312, -18.49431, -4.21981], [-9.86988, -15.18785, -11.30154], [-10.29805, -16.59754, -3.53333], [-14.48866, -10.29809, -2.74985], [-5.79330, -10.44844, -10.45111], [-14.62924, -9.95185, -8.44610], [-17.22675, -12.49360, -4.83538], [-11.39325, -10.66415, -2.55552], [-12.81873, -17.21161, -11.74250], [-16.59795, -14.84103, -11.28706], [-12.37506, -12.87158, -0.32194], [-4.60089, -6.49830, -6.36619], [-12.74017, -17.25287, -9.27103], [-5.54728, -9.02175, -9.16067], [-15.13052, -15.68827, -5.12963], [-12.11978, -18.85826, -3.89080], [-10.17068, -12.85938, -7.13781], [-11.99342, -10.30309, -8.61103], [-10.94996, -9.84692, -2.16090], [-7.51232, -11.43298, -9.16818], [-15.08408, -10.02550, -9.76493], [-12.81606, -12.59922, -9.44098], [-8.71815, -5.44178, -5.12826], [-11.14712, -18.52036, -5.82146], [-15.67271, -8.47109, -2.36886], [-16.90015, -16.65649, -12.46280], [-6.36705, -5.07307, -5.97124], [-12.07479, -18.54249, -2.84851], [-11.98228, -16.23464, -8.10962], [-7.57827, -9.61070, -8.14214], [-9.86358, -12.41720, -1.51016], [-16.16062, -15.72365, -11.72992], [-15.79425, -13.63743, -3.96501], [-9.47831, -12.79145, -0.19394], [-16.69151, -10.43826, -1.86832], [-13.50606, -11.75220, -4.89916], [-11.20688, -11.60737, -1.47576], [-14.25960, -18.81032, -13.11083], [-6.76880, -14.41903, -9.96621], [-16.24890, -17.91792, -13.03381], [-12.56374, -10.49828, -5.50539], [-8.62539, -15.56513, -10.05525], [-16.27886, -14.21157, -6.01508], [-11.23222, -11.06635, -0.52985], [-6.77953, -6.18943, -5.66797], [-8.69218, -13.98053, -11.24822], [-9.01262, -11.84003, -1.87187], [-13.88974, -9.66184, -10.61397], [-8.45157, -13.76408, -0.11218], [-7.03447, -10.34079, -8.93014], [-9.43474, -19.20303, -3.56473], [-8.32813, -16.27317, -10.82882], [-11.76744, -17.01330, -8.84149], [-16.15493, -9.11025, -9.99757], [-12.35372, -10.36234, -2.47487], [-16.89988, -18.74602, -13.69644], [-11.62912, -15.93137, -5.00833], [-16.36246, -14.62703, -2.11907], [-10.96359, -18.37893, -4.75637], [-16.04890, -17.08091, -6.64291], [-10.98953, -10.36665, -7.10953], [-14.11762, -17.01311, -12.04330], [-14.22818, -14.92935, -10.69457], [-11.13903, -10.76255, -8.11402], [-16.10513, -14.67778, -5.04526], [-9.36286, -14.52849, -10.72859], [-14.31931, -17.19449, -6.26987], [-10.23445, -10.69014, -8.71784], [-6.00821, -9.56912, -5.54073], [-11.95628, -13.07779, -8.97210], [-10.78808, -16.50957, -9.72554], [-12.34718, -19.92389, -3.91974], [-18.48943, -17.07014, -13.43453], [-13.09214, -14.65035, -4.38838], [-13.43831, -11.93679, -7.40666], [-12.40327, -16.47072, -11.29521], [-14.94717, -15.86483, -7.24845], [-9.76280, -16.55057, -5.01537], [-8.07384, -8.89140, -4.99995], [-7.89841, -14.14630, -8.58957], [-12.56444, -11.58510, -5.42215], [-11.43052, -17.88779, -8.28485], [-14.95266, -13.09279, -4.39302], [-11.14460, -13.20445, -9.68849], [-17.09041, -15.07288, -4.79783], [-15.51369, -9.70443, -2.36334], [-5.71699, -10.06309, -9.43436], [-11.67027, -14.84334, -3.25791], [-9.66528, -12.97002, -8.09720], [-16.46116, -11.47685, -1.63091], [-12.89344, -13.37606, -6.55417], [-7.46849, -14.88138, -9.26996], [-15.67817, -11.35927, -9.99210]]}

=====

{"formula": "CH4IN2", "method": "ωB97M-V/def2-TZVPD", "e_homo_ev": -14.2, "total_charge": 1, "orbital_gap_ev": 8.345, "e_above_lowest_kcal_mol": 82.5, "elements": ["H", "I", "H", "N", "H", "N", "C", "H"], "xyz": [[-1.36259, -0.33772, -1.20972], [-2.91875, -1.41464, 1.70740], [0.67828, 0.41794, 0.57243], [-1.23577, -0.72130, 0.82436], [0.81739, 1.01152, -1.13591], [0.39280, 0.37056, -0.34988], [-0.78187, -0.24255, -0.31307], [-0.33401, -0.46919, 2.06698]]}

=====

{"formula": "C2H2N4O2", "method": "ωB97M-V/def2-TZVPD", "smiles": "[H]/N=C\\n1nnoc1=O", "e_homo_ev": -11.0, "total_charge": 0, "orbital_gap_ev": 10.647, "e_above_lowest_kcal_mol": 118.7, "elements": ["H", "O", "H", "C", "N", "N", "N", "N", "C", "O"], "xyz": [[-1.59148, 1.03837, -0.22591], [1.96522, 0.89600, 0.31901], [-1.41663, -1.82707, 0.35151], [0.65389, 0.89245, -0.16308], [2.33361, -0.53226, -0.04102], [-2.17189, 0.04097, 0.10696], [0.27015, -0.42673, -0.13115], [1.24969, -1.20698, -0.15407], [-1.23642, -0.75707, 0.07849], [-0.05615, 1.88231, -0.14075]]}